C14H51AlClN18O10Si | the ωB97M-V functional and the def2-TZVPD basis

## Properties
Lowest unoccupied orbital energy   0.0644 Ha
F_max   1.9 eV/Å
Total charge   -1
HOMO   -0.1731 hartree
HOMO-LUMO gap   6.462 eV

Geometry as XYZ:
```
96
Properties=species:S:1:pos:R:3:forces:R:3:mulliken_charge:R:1
H 7.857 1.042 0.751 0.083 -0.048 -0.063 0.228
H -5.797 -5.748 1.900 -0.098 -0.082 0.051 0.207
Cl -2.517 -1.072 0.001 0.069 0.034 -0.092 -0.525
H 0.665 0.718 -2.265 0.441 -0.073 -0.096 0.225
O 3.692 3.044 2.688 0.067 0.086 0.227 -0.577
H 0.585 2.152 2.382 -0.225 -0.240 -0.132 0.263
Si 0.864 1.954 -0.128 0.850 0.701 0.411 0.388
H -3.724 6.639 3.551 -0.026 0.024 0.019 0.156
H -9.271 -7.172 2.412 0.023 0.037 -0.008 0.221
O -4.959 -3.019 3.310 -0.063 -0.258 -0.126 -0.651
N -7.527 -9.750 1.628 0.092 -0.142 -0.038 -0.399
H 5.712 1.663 2.467 -0.052 -0.044 -0.044 0.233
N 2.016 -0.353 -6.204 0.067 0.063 -0.201 -0.448
H 2.354 3.466 -1.366 0.193 -0.027 0.272 0.305
N 3.938 2.738 4.924 -0.025 0.108 0.132 -0.413
C -7.771 -8.435 1.895 0.154 0.218 -0.015 0.589
H 4.843 -0.129 -1.655 -0.083 0.014 -0.029 0.108
N -1.827 -3.165 -2.774 0.221 -0.032 -0.078 -0.221
C 1.729 -0.370 -4.867 -0.112 -0.024 0.384 0.606
H -6.586 -10.002 1.392 0.041 0.018 -0.006 0.215
H 7.822 -5.986 -1.317 -0.063 0.017 0.025 0.158
N 7.027 -3.632 -0.809 0.016 0.277 -0.071 -0.262
O -4.915 4.172 1.946 -0.204 0.371 0.196 -0.526
O -2.100 -3.931 -4.896 0.099 0.161 0.022 -0.713
H 2.622 3.741 0.386 0.122 -0.182 -0.059 0.323
H 3.117 3.286 5.095 -0.061 -0.015 -0.035 0.235
N -5.682 -5.054 2.613 0.031 0.008 -0.044 -0.275
H 2.432 0.481 -6.571 0.012 0.046 0.014 0.222
H -2.321 -1.525 -5.475 -0.024 -0.002 -0.041 0.191
H 6.339 -4.325 -0.585 0.036 -0.095 -0.018 0.163
C -2.772 2.431 0.348 0.567 -1.270 -0.677 -0.490
N 5.416 0.604 -1.282 0.155 -0.144 0.014 -0.320
N 8.484 -5.267 -1.529 0.178 -0.269 -0.084 -0.383
H -1.990 0.728 2.659 0.391 -0.374 0.059 -0.278
O -0.417 3.015 -0.521 0.910 -1.403 0.472 -0.279
H -3.735 2.525 -0.185 0.219 0.125 0.203 0.289
H 9.374 -5.521 -1.910 0.035 0.018 -0.014 0.223
N -2.165 -1.694 -4.502 -0.052 0.094 -0.122 -0.286
H 5.245 1.548 -1.573 -0.054 0.032 0.035 0.173
H -4.723 -4.302 0.411 -0.049 -0.069 0.010 0.128
C 2.473 2.978 -0.381 -1.001 -0.013 -0.652 -0.635
H -9.799 -8.808 2.253 0.001 -0.051 -0.010 0.166
H 0.315 -0.306 -0.884 0.279 0.096 -0.071 0.311
C 4.310 2.564 3.622 -0.164 0.061 -0.380 0.632
C 8.247 -3.932 -1.328 -0.128 0.422 0.082 0.603
H -1.767 -2.403 -2.122 -0.174 0.095 0.219 0.154
N -3.756 5.817 2.981 0.181 0.143 0.062 -0.309
H -2.118 -0.914 -3.872 -0.014 -0.046 0.082 0.162
H 2.027 0.015 -1.272 -0.085 0.239 -0.173 0.393
Al -2.971 0.669 1.407 -0.390 1.364 0.467 0.300
H -1.728 -4.103 -2.440 -0.025 -0.047 0.027 0.155
H 0.011 6.162 1.081 0.018 -0.066 0.062 0.136
C -5.080 -3.842 2.415 0.091 0.261 0.150 0.563
O 1.959 0.577 -4.132 0.235 -0.007 -0.536 -0.562
C 0.897 1.377 1.674 0.578 -0.040 -0.365 -0.819
O 1.000 8.368 0.503 -0.013 -0.109 -0.233 -0.697
H -4.175 -2.749 0.935 -0.008 -0.074 0.076 0.165
N -4.628 -3.629 1.145 0.119 0.287 -0.053 -0.198
H -2.105 2.952 -1.640 0.318 -0.190 0.074 0.279
N 5.428 1.807 3.418 0.326 -0.103 -0.003 -0.360
H -6.080 6.545 3.711 0.047 0.016 0.018 0.136
O 9.082 -3.079 -1.600 -0.072 -0.297 -0.002 -0.650
H -1.596 1.347 -1.131 0.414 0.196 0.075 -0.037
H 6.808 -2.653 -0.642 0.077 -0.133 0.061 0.280
N 1.112 7.520 -1.601 0.087 0.133 -0.257 -0.348
N 7.137 1.276 0.094 0.072 0.082 0.294 -0.415
N -9.062 -8.132 2.211 -0.124 0.101 0.054 -0.378
H -6.922 5.271 2.906 -0.005 -0.070 -0.018 0.222
H 0.379 0.432 1.839 -0.301 0.261 0.116 0.370
H -6.026 -5.248 3.531 -0.013 -0.024 0.052 0.182
H 0.958 6.776 -2.253 -0.022 -0.075 0.057 0.176
C 1.024 0.449 -1.273 -1.387 0.063 0.774 -0.952
H -2.701 3.301 1.003 0.172 -0.017 -0.131 -0.077
C -4.911 5.169 2.640 0.129 -0.486 -0.305 0.585
H 5.968 1.391 4.150 -0.054 -0.035 0.078 0.131
H 0.080 5.484 -0.506 -0.011 -0.124 0.150 0.123
H 0.936 -1.560 -3.427 -0.037 0.026 -0.003 0.209
H -2.899 5.432 2.633 -0.008 -0.069 -0.024 0.205
H 1.519 8.375 -1.924 0.022 0.045 0.015 0.195
C -2.035 -2.994 -4.106 -0.092 -0.112 0.046 0.591
H 0.955 -2.313 -4.983 -0.096 -0.017 -0.041 0.171
C 0.798 7.440 -0.273 -0.070 -0.024 0.404 0.579
C 6.383 0.249 -0.394 -0.240 -0.087 -0.263 0.670
H -8.228 -10.464 1.656 -0.052 0.008 0.011 0.159
H 3.334 2.301 -0.453 -0.164 0.158 0.270 -0.215
H 7.009 2.235 -0.167 -0.071 0.011 -0.046 0.178
O -6.895 -7.586 1.853 -0.145 -0.281 -0.045 -0.638
C -1.686 2.389 -0.784 -1.636 0.850 -0.258 -0.164
H 1.833 -1.118 -6.823 -0.036 -0.053 0.034 0.144
N 0.250 6.259 0.115 -0.046 -0.009 -0.157 -0.173
O 6.569 -0.912 -0.048 -0.031 0.233 0.104 -0.803
H -4.464 0.587 2.004 -0.055 -0.318 -0.332 -0.264
H 1.963 1.190 1.900 -0.238 0.092 -0.176 0.136
H 4.432 2.347 5.701 0.026 -0.064 -0.010 0.146
N 1.161 -1.521 -4.406 0.167 -0.027 0.089 -0.272
N -6.060 5.725 3.137 -0.232 0.164 0.092 -0.442
```
Positions in Å, forces in eV/Å.

---

C2H8Cl4N3P2 | the ωB97M-V functional and the def2-TZVPD basis

## Properties
Lowest unoccupied orbital energy   -0.1168 Ha
Structure (SMILES)   CNP(Cl)(Cl)=NP(Cl)(Cl)=[NH+]C
F_max   5.4 eV/Å
Total charge   +1
HOMO   -0.5121 hartree
HOMO-LUMO gap   10.756 eV

Geometry as XYZ:
```
19
Properties=species:S:1:pos:R:3:forces:R:3:mulliken_charge:R:1
P 0.534 0.119 -1.401 -3.061 1.757 1.728 0.795
P -0.815 0.253 1.206 3.965 -0.215 0.528 0.699
Cl -1.533 1.979 1.801 -0.118 -0.026 0.238 -0.110
C -1.162 -0.509 -3.343 2.952 0.963 -0.884 -0.925
H -1.080 -0.943 -4.302 1.066 -0.409 -1.062 0.391
N -0.699 0.198 -0.364 0.930 -0.220 -0.419 -0.328
H 1.414 1.327 3.529 -0.276 0.301 1.073 0.300
N 0.916 0.008 2.147 -4.452 1.056 -2.779 -0.393
Cl 1.767 1.565 -0.995 0.968 0.488 -0.144 -0.132
C 0.953 0.350 3.586 2.352 -1.294 -1.599 -0.838
H 0.859 0.277 -3.431 0.035 0.159 -1.243 0.318
H 0.949 -0.975 1.978 0.344 -1.012 0.187 0.294
H -1.907 0.139 -3.462 -3.383 2.525 -0.156 0.382
H -1.457 -1.255 -2.705 -0.125 -1.624 2.091 0.362
N -0.007 0.434 -2.933 0.029 -2.385 1.208 -0.262
H 0.055 0.223 4.139 -0.759 0.151 0.498 0.338
H 1.719 -0.418 3.889 -0.683 1.079 0.559 0.351
Cl -1.974 -1.220 1.772 -0.527 -0.182 0.411 -0.111
Cl 1.468 -1.552 -1.110 0.745 -1.110 -0.236 -0.130
```
Positions in Å, forces in eV/Å.

---

C45H45BrF4N4O2PRbSb | the ωB97M-V functional and the def2-TZVPD basis

## Properties
Lowest unoccupied orbital energy   0.0690 Ha
F_max   2.5 eV/Å
Total charge   -1
HOMO   -0.1456 hartree
HOMO-LUMO gap   5.840 eV

Geometry as XYZ:
```
104
Properties=species:S:1:pos:R:3:forces:R:3:mulliken_charge:R:1
H 14.311 20.674 15.971 -0.044 -0.127 0.158 0.176
C 15.905 13.385 11.801 0.625 -0.129 -0.419 -0.418
C 11.986 8.107 12.591 0.475 0.005 0.034 -0.632
Rb 11.855 13.947 13.391 -0.411 -0.334 0.093 1.445
F 17.275 15.010 10.754 0.221 -1.102 -0.063 -0.343
H 6.944 17.050 14.796 0.174 -0.158 -0.046 0.367
H 15.060 8.921 14.117 0.120 0.360 0.404 0.337
C 12.616 9.245 13.083 0.173 0.553 0.320 -0.562
C 7.495 16.506 15.564 0.078 -0.148 -0.037 -0.201
C 12.915 17.622 13.809 0.508 -0.534 1.284 -0.783
H 16.112 8.271 16.250 -0.160 0.034 -0.022 0.391
C 11.725 10.989 7.580 -0.097 0.100 0.045 -0.793
C 13.854 9.507 11.031 -0.551 -0.455 0.782 -0.528
N 9.950 12.302 11.883 -0.763 0.091 -0.723 0.221
C 16.204 10.244 17.067 -0.165 0.171 -0.951 -0.659
H 13.514 11.808 6.756 0.058 0.102 0.124 0.362
C 11.152 11.618 9.853 1.112 0.186 0.668 1.114
Br 14.926 14.923 12.450 0.504 -1.275 -0.175 -0.124
H 12.248 13.957 17.730 -0.119 -0.967 0.364 -0.112
H 16.713 9.919 17.961 -0.026 0.073 0.153 0.421
C 13.760 17.404 16.389 0.157 1.208 -0.328 -0.655
H 11.324 7.572 13.274 -0.050 0.116 -0.470 0.428
H 7.371 15.910 18.844 0.040 -0.003 0.491 0.415
H 13.161 15.377 16.146 0.022 -0.141 -0.031 0.066
O 12.708 13.114 10.982 0.054 -0.205 0.018 -0.116
O 10.468 14.319 15.906 -1.121 0.820 0.475 0.193
H 9.065 9.616 18.244 0.083 0.234 0.121 0.280
H 11.910 13.625 20.152 -0.157 -0.470 0.019 0.398
H 11.483 10.487 6.657 -0.093 -0.169 -0.085 0.361
H 8.857 10.934 16.102 0.213 0.505 1.074 0.366
N 14.292 19.783 16.438 0.237 0.143 0.303 -0.476
H 9.491 14.783 18.383 0.193 -0.285 0.175 0.306
C 6.991 16.506 16.857 0.060 0.441 0.053 -0.763
Sb 11.372 11.697 16.603 -0.345 -0.263 -1.535 0.407
H 7.716 10.758 18.409 0.305 -0.208 0.252 0.387
C 13.260 12.416 8.800 -0.211 0.213 0.458 -0.701
C 12.297 12.923 18.161 -0.388 -0.262 -0.343 0.018
H 7.268 13.710 13.596 0.430 -0.331 -0.505 0.314
H 12.572 8.378 18.711 -0.092 0.602 0.048 0.383
C 17.020 13.703 11.033 0.321 0.190 -0.053 0.477
C 15.943 11.582 16.795 -0.534 0.492 -0.370 -0.371
H 16.217 12.378 17.491 -0.087 -0.314 -0.039 0.396
H 14.088 17.299 17.410 -0.021 -0.174 0.178 0.362
C 15.693 12.016 12.082 0.495 0.121 -0.145 0.728
C 13.565 9.965 12.338 0.135 -0.507 -1.141 0.525
H 12.688 9.326 16.303 -0.465 -0.069 0.666 -0.004
H 7.918 11.660 12.073 0.178 -0.106 0.377 0.442
C 9.197 11.444 17.054 1.299 -0.241 -0.848 -0.399
H 13.354 12.621 18.232 -0.277 0.067 0.027 0.374
H 10.953 8.981 16.745 0.761 0.319 0.305 0.510
C 9.431 15.036 16.227 -0.236 0.531 -0.581 -0.455
C 10.141 11.486 10.909 -0.288 0.254 0.429 -0.788
H 9.260 11.119 19.209 0.007 -0.134 -0.005 0.212
H 13.129 10.056 18.743 -0.127 0.073 -0.115 0.215
F 18.963 13.081 9.830 0.016 -0.051 -0.005 -0.315
H 14.218 12.957 8.898 -0.601 -0.185 -0.169 0.329
C 17.912 12.714 10.563 -0.738 0.267 0.068 0.330
H 11.437 9.661 19.161 0.297 0.053 -0.300 0.235
H 9.513 16.643 13.405 0.524 -0.356 0.246 0.365
C 7.746 15.885 17.838 0.267 -0.328 -0.247 -0.613
C 15.273 9.689 14.870 0.351 -0.276 0.434 -0.429
C 17.692 11.360 10.840 0.293 0.330 0.464 0.346
F 18.551 10.410 10.414 -0.456 0.632 0.179 -0.323
C 13.255 8.332 10.555 0.116 0.251 -0.199 -0.613
C 12.271 9.431 18.476 0.172 -1.684 0.649 -1.219
H 8.854 12.473 17.035 -0.317 0.057 0.061 0.130
N 12.854 16.418 14.394 0.061 0.556 0.052 0.240
H 7.477 13.915 11.821 0.538 0.407 0.470 0.375
C 9.051 15.716 13.800 0.425 -0.309 0.206 -0.739
C 15.859 9.314 16.086 0.030 -0.178 -0.169 -0.608
F 16.466 9.769 12.090 0.407 0.889 -0.466 -0.349
C 11.873 9.552 17.027 -0.337 1.174 -0.526 -0.373
H 6.079 17.055 17.097 0.227 -0.222 -0.016 0.343
P 14.242 11.528 13.009 -1.759 0.592 1.199 0.069
C 12.883 11.777 7.642 0.112 -0.384 0.132 -0.532
H 11.780 11.838 20.000 -0.232 0.505 -0.304 0.276
C 14.994 11.031 14.597 0.340 -0.632 0.660 0.710
H 14.489 19.755 17.431 -0.114 -0.018 -0.514 0.187
C 11.567 12.800 19.492 0.622 0.722 0.729 -1.252
C 8.935 15.205 17.565 -0.283 0.234 -0.689 -0.318
H 10.046 10.224 8.646 -0.209 0.011 0.093 0.340
C 12.393 12.444 9.965 -0.737 -0.654 -0.764 -0.133
C 15.290 11.968 15.606 0.586 -0.655 0.125 -0.433
H 14.531 10.052 10.390 0.056 0.025 -0.043 0.288
C 13.834 18.683 15.774 -0.365 -1.013 -0.105 1.056
C 8.648 15.806 15.231 -0.276 -1.152 0.235 0.239
H 13.440 19.652 13.867 0.019 0.476 0.031 0.298
N 9.041 14.740 12.987 -1.289 1.133 -1.752 -0.322
C 12.312 7.640 11.314 -0.127 0.376 0.144 -0.565
H 11.781 6.797 10.881 0.236 -0.061 0.149 0.333
H 9.481 10.581 10.760 0.038 0.843 0.000 0.061
H 12.589 17.703 12.796 -0.246 -0.125 -0.619 0.554
C 13.269 16.342 15.669 -0.290 0.086 -0.466 -0.282
C 13.396 18.748 14.444 0.133 0.033 0.126 -0.664
H 15.088 13.017 15.466 -0.135 0.217 -0.181 0.390
H 10.488 12.943 19.391 0.088 -0.172 -0.072 0.185
C 8.023 13.709 12.767 0.686 -0.598 1.028 -0.713
C 16.630 11.055 11.683 -0.411 -0.091 -0.196 0.076
C 8.660 12.288 12.598 0.559 -0.071 0.649 -0.314
H 13.537 7.953 9.564 -0.244 0.287 0.387 0.345
C 10.903 10.883 8.696 0.719 0.332 -0.369 -0.438
C 8.816 10.682 18.315 -0.814 0.106 -0.470 -1.186
H 12.358 9.601 14.086 0.069 -0.115 -0.287 0.363
H 8.860 11.936 13.631 -0.214 -0.155 -0.458 -0.246
```
Positions in Å, forces in eV/Å.

---

C3H11NO3 | the ωB97M-V functional and the def2-TZVPD basis

## Properties
Lowest unoccupied orbital energy   0.0246 Ha
Structure (SMILES)   CCNC=O.O.O
F_max   3.7 eV/Å
HOMO   -0.3660 hartree
HOMO-LUMO gap   10.629 eV

Geometry as XYZ:
```
18
Properties=species:S:1:pos:R:3:forces:R:3:mulliken_charge:R:1
H -1.965 1.771 1.229 1.206 0.382 0.594 0.361
H 2.034 0.369 1.629 0.171 1.046 -0.037 0.315
H -3.077 0.054 -0.430 0.019 0.234 0.144 0.329
C 2.659 -0.435 1.301 -2.565 -1.603 -2.112 -1.018
H 0.062 -1.886 -1.546 -0.284 1.293 0.435 0.254
H -1.178 1.654 2.525 0.039 -0.236 0.552 0.290
N 1.016 -0.240 -0.728 -0.560 3.028 -0.203 -0.061
H 2.012 -1.967 0.005 0.162 1.147 -1.291 0.191
H -2.713 -0.809 0.736 -0.038 0.120 0.202 0.309
C -0.017 -0.735 -1.425 -0.528 -2.369 -1.903 0.020
O -0.904 -0.123 -2.043 1.457 -0.489 1.657 -0.598
H 2.295 -1.261 1.925 0.400 0.046 -0.043 0.304
C 2.245 -0.882 -0.234 0.258 -0.927 1.337 -0.278
H 3.691 -0.337 1.421 1.457 0.527 0.176 0.309
H 3.076 -0.812 -1.017 -1.033 0.007 1.318 0.331
H 0.913 0.818 -0.828 0.921 -1.697 0.757 0.240
O -3.129 0.039 0.538 0.118 -0.235 -0.408 -0.651
O -1.164 2.133 1.704 -1.199 -0.272 -1.176 -0.648
```
Positions in Å, forces in eV/Å.

---

Which formula does entry 1 have?
C14H51AlClN18O10Si

---

Which of these has the highest F_max?
C2H8Cl4N3P2

---

lowest unoccupied orbital energy of number 2 (C2H8Cl4N3P2)?
-0.1168 Ha